{
  "formula": "C14H51NO11",
  "method": "the ωB97M-V functional and the def2-TZVPD basis",
  "symbols": ["C", "C", "O", "H", "H", "H", "H", "H", "H", "C", "C", "O", "H", "H", "H", "H", "H", "H", "C", "C", "O", "H", "H", "H", "H", "H", "H", "C", "C", "O", "H", "H", "H", "H", "H", "H", "C", "C", "O", "H", "H", "H", "H", "H", "H", "C", "C", "C", "O", "C", "N", "H", "H", "H", "H", "H", "H", "H", "H", "H", "H", "H", "O", "H", "H", "O", "H", "H", "O", "H", "H", "O", "H", "H", "O", "H", "H"],
  "xyz": [[-0.129, 2.037, -1.843], [0.888, 2.816, -2.629], [1.343, 1.867, -3.595], [0.304, 1.138, -1.406], [-1.031, 1.734, -2.375], [-0.545, 2.682, -1.068], [1.721, 3.194, -2.036], [0.382, 3.670, -3.081], [1.841, 1.251, -3.053], [0.102, -1.271, -1.408], [-1.441, -1.048, -1.519], [-2.186, -2.205, -1.301], [0.488, -1.765, -2.300], [0.402, -1.657, -0.434], [0.607, -0.306, -1.442], [-1.597, -0.855, -2.580], [-1.822, -0.156, -1.022], [-1.917, -2.821, -1.987], [-0.908, 1.966, 3.276], [-1.895, 1.537, 2.160], [-2.976, 2.438, 2.002], [-0.474, 2.947, 3.083], [-0.064, 1.280, 3.349], [-1.236, 2.075, 4.310], [-2.375, 0.604, 2.456], [-1.316, 1.461, 1.240], [-2.717, 3.198, 1.475], [0.129, 3.515, 1.002], [1.009, 3.945, -0.170], [2.159, 3.196, -0.360], [0.618, 3.593, 1.973], [-0.308, 2.522, 0.894], [-0.833, 4.022, 0.931], [1.286, 4.996, -0.096], [0.430, 3.787, -1.080], [2.785, 3.398, 0.339], [2.307, -0.644, -3.850], [2.416, -0.479, -2.310], [2.182, 0.888, -1.995], [2.502, -1.643, -4.240], [3.004, 0.086, -4.260], [1.317, -0.329, -4.180], [3.363, -0.855, -1.921], [1.692, -1.177, -1.891], [1.889, 0.923, -1.081], [-0.358, -2.616, 2.942], [-0.530, -2.479, 1.404], [-1.512, -3.460, 0.790], [-0.988, -4.754, 1.137], [-1.704, -5.774, 0.362], [-1.062, -1.143, 1.068], [-0.220, -3.644, 3.276], [-1.221, -2.242, 3.493], [0.589, -2.152, 3.216], [0.453, -2.670, 0.974], [-1.525, -3.477, -0.300], [-2.554, -3.379, 1.101], [-1.759, -5.631, -0.718], [-2.744, -5.663, 0.669], [-1.201, -6.707, 0.616], [-1.480, -1.148, 0.149], [-1.839, -1.096, 1.712], [-0.313, 0.886, 0.331], [0.506, 1.213, -0.041], [-0.045, 0.169, 0.907], [2.690, -0.769, 1.292], [1.778, -0.480, 1.326], [2.792, -1.331, 2.060], [-2.509, 0.167, 0.402], [-2.914, 1.006, 0.179], [-1.599, 0.258, 0.120], [1.904, 1.076, -0.180], [1.941, 2.032, -0.177], [2.713, 0.803, 0.253], [0.660, -0.624, 1.658], [0.731, -0.749, 2.604], [-0.078, -1.175, 1.398]],
  "atomic_forces_ev_per_a": [[-1.25, 0.69, 0.32], [-0.19, -1.76, -2.50], [-3.13, 5.10, -5.24], [-1.19, 1.49, -1.71], [0.34, -0.04, -0.76], [-0.54, -0.90, 0.01], [-0.35, -0.39, -1.25], [0.14, 0.11, -0.52], [0.36, 0.22, -0.06], [-2.65, 0.98, 0.24], [2.30, 0.22, -4.40], [-1.60, 0.15, -0.38], [-0.93, -0.87, 0.38], [0.34, -0.55, -1.01], [-1.49, -0.66, -0.03], [0.18, 0.67, -0.28], [0.02, -1.60, -1.88], [-0.15, -0.08, -0.18], [0.07, 0.53, 0.48], [0.50, 1.37, 3.00], [-0.86, 0.42, 0.07], [-0.28, -0.28, 0.07], [0.12, -0.17, -0.29], [-0.83, -0.36, -0.03], [0.28, 0.22, 0.07], [-1.29, 0.30, 2.08], [0.18, 0.02, 0.06], [0.07, 0.20, -0.58], [-2.30, 2.22, 0.74], [2.40, 3.34, 1.09], [-0.10, 0.41, -0.32], [1.40, 0.63, 0.09], [0.31, 1.15, 0.40], [0.00, 0.09, 0.07], [0.61, 1.35, 1.00], [0.40, 0.33, 0.24], [0.34, 0.29, 0.54], [1.52, -1.14, -1.28], [6.28, -6.26, -9.19], [0.22, -0.04, 0.28], [0.04, -0.26, -0.46], [-0.05, -0.11, -0.01], [0.62, 0.39, -0.22], [2.47, 0.91, -0.19], [-0.38, -1.76, -4.93], [0.02, -0.84, -0.36], [-2.66, -4.88, 0.16], [1.51, -2.70, 0.42], [-0.79, -1.06, -1.06], [0.43, 1.15, 1.51], [-11.66, -7.30, -1.53], [-0.22, -0.17, -0.50], [0.12, 0.36, 0.04], [-0.37, -0.15, 0.60], [-0.23, -0.11, -0.14], [0.40, 0.39, 1.07], [-0.14, 0.35, 0.40], [0.75, 0.34, -0.21], [-0.20, -0.81, 0.26], [-0.53, -0.06, -0.08], [0.40, -1.60, 1.15], [-0.05, 0.54, -0.05], [-0.10, 1.02, -2.43], [-0.91, -0.56, 1.05], [0.61, 1.17, 0.77], [7.17, -0.79, -0.93], [-0.20, 0.20, -0.25], [0.39, -0.08, -0.05], [-6.17, 1.28, -0.91], [-0.57, 0.25, 0.08], [0.34, 2.05, 0.67], [0.39, -1.80, 18.52], [0.28, 1.95, 0.04], [0.50, -1.11, 0.54], [7.16, 4.49, 7.48], [0.24, 0.77, 0.09], [2.19, 1.14, 0.13]],
  "e_tot_ev": -39328.610,
  "orbital_gap_ev": 8.06,
  "homo_ev": -8.0,
  "spin_multiplicity": 1
}

{
  "formula": "C14H52F6N2O11P",
  "method": "the ωB97M-V functional and the def2-TZVPD basis",
  "symbols": ["P", "F", "F", "F", "F", "F", "F", "C", "C", "O", "H", "H", "H", "H", "H", "H", "C", "C", "O", "H", "H", "H", "H", "H", "H", "C", "C", "O", "H", "H", "H", "H", "H", "H", "C", "C", "C", "O", "C", "N", "H", "H", "H", "H", "H", "H", "H", "H", "H", "H", "H", "C", "C", "C", "O", "C", "N", "H", "H", "H", "H", "H", "H", "H", "H", "H", "H", "H", "O", "H", "H", "O", "H", "H", "O", "H", "H", "O", "H", "H", "O", "H", "H", "O", "H", "H"],
  "xyz": [[2.377, -6.382, -1.401], [1.709, -5.221, -2.218], [0.928, -6.754, -0.770], [2.033, -7.367, -2.669], [2.936, -7.793, -0.718], [3.728, -6.131, -2.137], [2.714, -5.513, -0.080], [-1.717, -5.327, -2.797], [-1.296, -4.998, -4.237], [-1.820, -3.734, -4.668], [-1.468, -6.379, -2.659], [-2.786, -5.258, -2.593], [-1.171, -4.770, -2.036], [-1.783, -5.797, -4.797], [-0.208, -5.062, -4.238], [-2.748, -3.837, -4.446], [-0.429, -6.948, 3.117], [-1.319, -7.979, 2.434], [-1.948, -7.486, 1.280], [-0.071, -7.244, 4.104], [-1.004, -6.091, 3.468], [0.433, -6.609, 2.542], [-2.058, -8.264, 3.182], [-0.729, -8.870, 2.221], [-1.248, -7.419, 0.626], [0.178, -1.894, -2.633], [1.148, -0.746, -2.194], [0.614, 0.471, -2.560], [-0.904, -1.762, -2.638], [0.374, -2.794, -2.051], [0.471, -2.166, -3.647], [2.188, -0.759, -2.520], [1.251, -0.750, -1.109], [0.879, 1.064, -1.854], [8.156, -9.208, -1.282], [7.326, -8.380, -0.273], [6.878, -7.029, -0.910], [7.946, -6.109, -1.301], [8.495, -5.372, -0.124], [6.194, -9.185, 0.172], [8.560, -10.115, -0.831], [8.976, -8.629, -1.708], [7.507, -9.544, -2.090], [7.977, -8.066, 0.543], [6.151, -6.409, -0.386], [6.387, -7.274, -1.852], [8.779, -5.949, 0.756], [7.823, -4.590, 0.231], [9.352, -4.838, -0.535], [5.540, -8.747, 0.805], [5.628, -9.194, -0.665], [1.287, -2.423, 5.411], [2.532, -2.843, 4.502], [2.040, -3.527, 3.209], [1.259, -2.498, 2.515], [0.397, -3.115, 1.546], [3.361, -1.645, 4.282], [1.589, -1.863, 6.296], [0.836, -3.341, 5.789], [0.530, -1.788, 4.950], [3.202, -3.463, 5.097], [1.482, -4.430, 3.456], [2.837, -3.745, 2.498], [0.842, -3.749, 0.779], [-0.060, -2.291, 0.998], [-0.318, -3.740, 2.081], [4.145, -1.779, 3.659], [2.837, -0.935, 3.790], [4.586, -9.609, -1.976], [4.125, -10.168, -2.602], [3.958, -8.918, -1.766], [4.325, -8.023, 2.099], [3.594, -8.026, 1.482], [3.911, -8.016, 2.962], [5.617, -3.906, 0.990], [5.344, -3.891, 0.072], [5.122, -4.629, 1.375], [0.715, -7.885, -5.595], [0.590, -7.926, -4.647], [1.593, -7.519, -5.705], [3.630, -4.453, -3.958], [3.606, -4.962, -3.148], [2.725, -4.170, -4.090], [5.361, -7.190, -4.416], [6.222, -7.160, -4.000], [4.816, -7.687, -3.807]],
  "atomic_forces_ev_per_a": [[-3.91, -2.41, -0.23], [-0.32, 1.51, 0.44], [0.18, 0.13, 0.36], [-0.41, -0.52, -0.45], [1.12, 0.48, 1.03], [2.71, -0.06, 1.40], [0.62, -0.37, -0.91], [0.52, -0.30, 0.13], [-1.24, -0.23, 1.38], [0.61, -0.53, 0.16], [0.08, -0.14, 0.24], [-0.13, 0.24, -0.25], [-0.05, 0.16, -0.07], [0.58, -0.05, -0.70], [-0.12, 0.36, -0.69], [-0.23, 0.46, -0.16], [-0.06, 0.57, 0.81], [0.62, 0.15, 1.04], [-0.05, -0.09, 0.03], [0.34, -0.87, -0.09], [-0.27, 0.37, -0.76], [-0.11, 0.01, -0.23], [-0.37, -0.07, -0.35], [0.03, -0.21, -0.16], [-0.03, 0.21, -0.39], [1.89, -0.35, -0.51], [-0.87, -1.36, 1.13], [-0.66, 1.78, -0.24], [0.26, 0.80, 0.25], [0.12, -0.02, 0.18], [-0.32, -0.05, -0.21], [0.00, -0.97, -0.67], [-0.17, -0.32, 0.40], [-0.21, 0.47, -0.32], [-0.46, 0.12, -0.13], [1.79, -1.92, 1.27], [-0.35, 2.92, -2.32], [-0.50, -1.78, 2.87], [-0.09, 0.70, -1.36], [0.86, 3.82, -1.79], [0.00, 0.19, 0.26], [-0.14, 0.12, 0.13], [-0.04, 0.10, -0.16], [-0.17, -0.19, 0.41], [0.01, -0.58, 0.86], [0.06, -0.19, -0.09], [0.02, -0.60, -0.39], [-0.53, -0.27, -0.20], [0.14, -0.35, 0.12], [0.14, -0.11, 2.05], [-0.53, -2.19, -1.07], [1.06, -0.61, -0.13], [-0.54, 1.39, 0.39], [-0.03, 2.02, -0.08], [0.12, -1.90, -0.09], [-0.11, 0.69, 0.34], [-0.32, 0.42, -0.19], [0.50, -0.09, -0.06], [-0.30, -0.01, -0.13], [0.18, -0.31, -0.55], [-0.38, -0.63, -0.06], [-0.39, 0.00, -0.19], [0.40, -0.43, 0.29], [0.79, -0.07, 0.18], [-0.37, -0.10, 0.21], [-0.41, 0.12, -0.13], [0.25, -0.63, 0.02], [-0.46, 0.12, 0.09], [0.38, 0.03, -0.21], [0.00, -0.28, -0.21], [-0.81, 0.50, 0.14], [0.36, -0.01, -0.25], [-0.53, 0.18, -0.41], [0.03, -0.04, 0.32], [0.39, 0.01, 0.12], [-0.26, 0.15, -0.33], [-0.29, -0.18, 0.16], [-0.23, -0.18, -0.25], [0.04, 0.06, 0.33], [0.25, 0.17, 0.00], [0.28, 0.66, -0.65], [0.06, 0.36, -0.57], [-0.14, 0.13, -0.04], [0.10, -0.06, -0.20], [0.27, 0.08, -0.06], [-0.29, -0.10, 0.14]],
  "e_tot_ev": -66457.881,
  "orbital_gap_ev": [8.74, 3.30],
  "homo_ev": [-9.2, -9.2],
  "spin_multiplicity": 2
}